[1]
A molecular structure, C34H39AsFeN9S3 in a non-equilibrium geometry, computed with wB97M-V/def2-TZVPD.

Properties
E_HOMO (spin up / spin down) ... -13.09 / -13.09 eV
Spin multiplicity ... 2
Total charge ... +2
⟨S²⟩ ... 0.857
Relative energy (zero: lowest compared OMol25 entry of this formula, charge and spin) ... 51.4 kcal per mole

Cartesian coordinates (Å):
Fe  0.470  0.360  0.070
C  4.395  0.198  4.140
S  2.610  0.458  4.272
C  2.137  0.378  2.621
S  0.433  0.525  2.299
N  3.017  0.219  1.670
N  2.483  0.110  0.444
C  3.209  0.092  -0.603
C  2.502  0.058  -1.864
C  3.128  0.070  -3.100
C  2.361  0.147  -4.248
C  0.979  0.187  -4.132
C  0.421  0.150  -2.869
N  1.162  0.086  -1.760
H  4.808  0.394  5.127
H  4.811  0.884  3.409
H  4.594  -0.830  3.851
H  4.289  0.140  -0.524
H  4.210  0.048  -3.131
H  2.828  0.184  -5.223
H  0.347  0.260  -5.005
H  -0.651  0.184  -2.720
C  -1.927  6.529  -0.632
C  -1.073  6.283  0.612
C  -1.719  5.251  1.537
C  0.369  5.892  0.246
N  0.527  4.463  -0.059
C  1.377  3.597  0.483
N  1.163  2.414  -0.056
N  0.146  2.592  -0.923
N  -0.243  3.809  -0.935
H  -2.925  6.854  -0.338
H  -2.016  5.627  -1.237
H  -1.493  7.318  -1.250
H  -0.988  7.224  1.159
H  -1.966  4.332  1.000
H  -2.644  5.655  1.946
H  -1.071  5.001  2.381
H  1.039  6.101  1.078
H  0.702  6.459  -0.622
H  2.112  3.823  1.237
C  -5.532  0.350  1.612
N  -4.137  0.220  1.186
C  -3.487  0.806  0.191
S  -1.871  0.271  -0.114
N  -3.965  1.752  -0.611
C  -5.311  2.312  -0.748
H  -5.755  -0.481  2.274
H  -6.207  0.301  0.762
H  -5.700  1.276  2.159
H  -3.564  -0.411  1.723
H  -3.306  2.040  -1.316
H  -5.798  2.427  0.212
H  -5.930  1.693  -1.398
H  -5.218  3.295  -1.200
C  -1.259  -4.344  3.783
C  -0.098  -3.594  3.927
C  0.423  -2.917  2.838
C  -0.201  -3.013  1.598
C  -1.354  -3.774  1.446
C  -1.878  -4.440  2.546
As  0.567  -2.066  0.101
C  -0.127  -2.917  -1.477
C  -1.388  -2.785  -2.036
C  -1.688  -3.476  -3.204
C  -0.720  -4.272  -3.803
C  0.548  -4.386  -3.250
C  0.862  -3.698  -2.084
C  2.163  -3.737  -1.378
C  3.274  -4.473  -1.770
C  4.420  -4.468  -0.989
C  4.468  -3.740  0.194
C  3.369  -2.992  0.591
C  2.229  -2.991  -0.197
H  -1.681  -4.854  4.639
H  0.398  -3.539  4.887
H  1.317  -2.315  2.952
H  -1.823  -3.865  0.475
H  -2.769  -5.045  2.432
H  -2.129  -2.155  -1.561
H  -2.674  -3.398  -3.643
H  -0.958  -4.810  -4.711
H  1.286  -5.014  -3.731
H  3.248  -5.061  -2.678
H  5.281  -5.047  -1.297
H  5.359  -3.761  0.808
H  3.405  -2.424  1.513

---

[2]
2 unconnected molecules or ions with the total composition C8H15ClN2O3 in a non-equilibrium geometry, computed with wB97M-V/def2-TZVPD.

Properties
E_HOMO ... -7.81 eV
Total charge ... 0
Relative energy (zero: lowest compared OMol25 entry of this formula, charge and spin) ... 0.0 kcal per mole

Cartesian coordinates (Å):
C  -2.211  0.336  1.895
N  -0.967  -0.449  1.982
C  -1.052  -1.901  2.140
C  0.179  0.176  1.949
Cl  1.676  -0.574  2.174
H  -3.026  -0.382  1.795
H  -2.351  0.929  2.809
H  -2.168  1.012  1.035
H  -2.117  -2.136  2.150
H  -0.556  -2.401  1.300
H  -0.586  -2.211  3.082
H  0.172  1.247  1.768
C  1.959  4.945  4.309
C  0.936  4.653  3.242
O  1.621  4.002  2.150
C  0.748  3.328  1.315
N  1.442  2.572  0.445
C  0.901  2.013  -0.644
C  1.889  1.978  -1.800
O  -0.224  1.501  -0.774
O  -0.474  3.396  1.505
H  1.468  5.419  5.161
H  2.422  4.016  4.662
H  2.748  5.610  3.947
H  0.158  3.992  3.643
H  0.472  5.578  2.873
H  2.918  2.057  -1.441
H  1.758  1.060  -2.378
H  1.699  2.826  -2.468

---

[3]
A molecular structure, C17H24AsBrN2O2SSiV, computed with wB97M-V/def2-TZVPD.

Properties
E_HOMO (spin up / spin down) ... -11.89 / -11.89 eV
Spin multiplicity ... 3
Total charge ... +1
⟨S²⟩ ... 2.031
Relative energy (zero: lowest compared OMol25 entry of this formula, charge and spin) ... 2.7 kcal per mole

Cartesian coordinates (Å):
V  0.571  0.870  0.363
C  0.903  5.467  4.881
Si  -0.537  5.016  3.790
C  -0.485  5.961  2.190
C  -2.165  5.325  4.649
C  -0.437  3.119  3.554
C  -0.743  2.321  4.661
C  -0.680  0.934  4.619
C  -0.310  0.334  3.436
N  -0.016  1.065  2.360
C  -0.063  2.412  2.415
S  0.438  3.069  0.844
H  0.885  6.534  5.112
H  1.854  5.248  4.391
H  0.879  4.923  5.827
H  -0.664  7.015  2.419
H  -1.258  5.641  1.489
H  0.481  5.891  1.689
H  -2.281  6.393  4.842
H  -2.241  4.812  5.609
H  -3.006  5.008  4.028
H  -1.036  2.796  5.590
H  -0.910  0.334  5.487
H  -0.233  -0.741  3.333
Br  6.928  -2.921  -0.061
C  5.519  -2.186  -1.067
C  5.517  -2.313  -2.454
N  4.558  -1.814  -3.229
C  3.560  -1.166  -2.644
C  3.482  -0.997  -1.264
C  4.485  -1.517  -0.451
C  2.359  -0.271  -0.676
O  2.251  -0.114  0.600
O  1.431  0.229  -1.389
H  6.325  -2.834  -2.952
H  2.789  -0.763  -3.288
H  4.448  -1.391  0.623
C  -2.511  -1.448  0.233
As  -1.888  0.326  -0.224
C  -2.387  0.519  -2.080
C  -3.126  1.471  0.723
H  -3.562  -1.541  -0.036
H  -2.398  -1.608  1.304
H  -1.932  -2.196  -0.304
H  -3.443  0.289  -2.205
H  -1.786  -0.158  -2.684
H  -2.193  1.542  -2.398
H  -4.148  1.188  0.481
H  -2.946  2.504  0.432
H  -2.961  1.367  1.795

---

[4]
A molecular structure, C55H57BrFLaN9O6P, computed with wB97M-V/def2-TZVPD.

Properties
E_HOMO ... -12.40 eV
Total charge ... +2

Cartesian coordinates (Å):
La  0.093  0.136  0.166
C  0.413  6.020  -1.459
N  0.708  4.597  -1.578
C  0.281  3.604  -0.762
N  0.677  2.418  -1.211
C  1.372  2.661  -2.368
C  1.416  4.013  -2.604
C  2.016  4.763  -3.715
C  2.885  5.826  -3.475
C  3.460  6.512  -4.533
C  3.177  6.136  -5.838
C  2.321  5.071  -6.083
C  1.742  4.387  -5.027
C  1.959  1.600  -3.206
C  3.328  1.571  -3.459
C  3.869  0.580  -4.264
C  3.044  -0.380  -4.833
C  1.676  -0.342  -4.604
C  1.137  0.646  -3.795
P  -0.637  3.941  0.775
C  0.495  3.174  1.972
N  1.057  1.970  1.958
C  2.036  1.996  2.922
C  2.073  3.234  3.509
N  1.086  3.973  2.902
C  0.725  5.344  3.248
C  2.970  3.781  4.538
C  3.067  3.174  5.786
C  3.939  3.678  6.739
C  4.717  4.790  6.452
C  4.626  5.399  5.208
C  3.759  4.894  4.254
C  2.985  0.901  3.225
C  2.743  -0.011  4.251
C  3.668  -1.002  4.545
C  4.853  -1.084  3.824
C  5.116  -0.162  2.823
C  4.188  0.828  2.531
C  -2.085  2.873  0.502
N  -2.119  1.724  -0.165
C  -3.420  1.543  -0.558
C  -4.182  2.599  -0.121
N  -3.323  3.435  0.545
C  -3.696  4.667  1.232
C  -5.607  2.895  -0.334
C  -6.004  4.095  -0.921
C  -7.346  4.352  -1.145
C  -8.302  3.410  -0.793
C  -7.914  2.210  -0.216
C  -6.571  1.954  0.012
C  -3.864  0.473  -1.480
C  -3.768  0.703  -2.853
C  -4.153  -0.275  -3.760
C  -4.653  -1.489  -3.302
C  -4.783  -1.710  -1.940
C  -4.394  -0.732  -1.037
H  -0.567  6.146  -1.007
H  0.413  6.451  -2.456
H  1.164  6.521  -0.850
H  3.131  6.106  -2.458
H  4.135  7.333  -4.338
H  3.626  6.671  -6.662
H  2.101  4.775  -7.099
H  1.072  3.559  -5.220
H  3.968  2.337  -3.035
H  4.933  0.564  -4.457
H  3.467  -1.145  -5.469
H  1.028  -1.077  -5.063
H  0.069  0.694  -3.626
H  1.073  5.536  4.260
H  -0.355  5.455  3.208
H  1.191  6.053  2.567
H  2.455  2.312  6.014
H  4.009  3.204  7.708
H  5.396  5.179  7.198
H  5.237  6.261  4.979
H  3.708  5.357  3.275
H  1.827  0.062  4.822
H  3.473  -1.702  5.346
H  5.574  -1.855  4.058
H  6.047  -0.204  2.275
H  4.399  1.554  1.757
H  -4.759  4.621  1.450
H  -3.489  5.536  0.611
H  -3.143  4.742  2.165
H  -5.262  4.824  -1.223
H  -7.647  5.283  -1.605
H  -9.349  3.612  -0.971
H  -8.657  1.474  0.058
H  -6.269  1.019  0.466
H  -3.379  1.650  -3.206
H  -4.072  -0.087  -4.822
H  -4.956  -2.249  -4.009
H  -5.193  -2.644  -1.579
H  -4.510  -0.905  0.022
C  -4.619  -1.162  2.679
O  -3.770  -2.154  2.073
C  -2.616  -1.733  1.561
O  -2.265  -0.560  1.516
N  -1.862  -2.770  1.143
N  -0.641  -2.488  0.518
H  -5.632  -1.542  2.579
H  -4.507  -0.202  2.181
H  -4.362  -1.070  3.733
H  -2.271  -3.690  1.072
H  -0.642  -2.865  -0.426
H  0.118  -2.968  0.994
O  2.923  0.443  -0.322
H  2.653  -0.176  -1.031
H  3.408  1.137  -0.781
O  1.985  -1.487  1.389
H  2.227  -1.233  2.294
H  2.781  -1.244  0.890
O  -1.277  -0.893  -1.884
H  -0.527  -1.303  -2.341
H  -2.028  -0.817  -2.486
O  -0.029  -0.520  3.006
H  -0.841  -0.135  3.355
H  -0.024  -1.433  3.316
F  1.181  -1.097  -1.337
Br  -1.531  -4.674  -2.234
C  0.372  -4.576  -2.431
C  0.916  -5.015  -3.631
C  2.288  -4.914  -3.762
C  3.031  -4.382  -2.713
C  2.367  -3.980  -1.572
N  1.042  -4.080  -1.423
H  0.289  -5.423  -4.409
H  2.773  -5.248  -4.670
H  4.104  -4.287  -2.778
H  2.907  -3.563  -0.732

---

[5]
A gas-phase ion, C2H8NS2 (charge +1) in a non-equilibrium geometry, computed with wB97M-V/def2-TZVPD.

Properties
E_HOMO ... -12.94 eV
Total charge ... +1
Relative energy (zero: lowest compared OMol25 entry of this formula, charge and spin) ... 12.7 kcal per mole
SMILES ... [NH3+]CCSS

Cartesian coordinates (Å):
N  1.543  -0.851  -0.521
C  0.628  -0.647  0.758
C  -0.642  0.084  0.439
S  -0.591  1.797  -0.170
S  -2.496  2.212  -0.368
H  2.084  -1.714  -0.509
H  2.103  -0.011  -0.636
H  0.857  -0.870  -1.287
H  1.325  0.043  1.239
H  0.517  -1.528  1.385
H  -1.363  -0.443  -0.233
H  -1.092  0.181  1.459
H  -2.872  1.746  -1.557

---

no.,energy (eV)
1,-177019.6997
2,-30182.7762
3,-200372.9261
4,-166562.2829
5,-25356.9865